(1)
{"formula": "C26H42Br6O15", "method": "ωB97M-V with the def2-TZVPD basis set", "elements": ["Br", "Br", "Br", "Br", "Br", "Br", "O", "O", "O", "O", "O", "O", "O", "O", "O", "O", "O", "O", "O", "O", "O", "C", "C", "C", "C", "C", "C", "C", "C", "C", "C", "C", "C", "C", "C", "C", "C", "C", "C", "C", "C", "C", "C", "C", "C", "C", "C", "H", "H", "H", "H", "H", "H", "H", "H", "H", "H", "H", "H", "H", "H", "H", "H", "H", "H", "H", "H", "H", "H", "H", "H", "H", "H", "H", "H", "H", "H", "H", "H", "H", "H", "H", "H", "H", "H", "H", "H", "H", "H"], "xyz": [[2.05246, -6.17317, -3.83668], [-4.57965, 2.06894, 0.23013], [0.65924, -3.36651, -0.45787], [-1.93070, 4.20769, 3.33434], [-1.22553, 0.37586, 1.74988], [2.79881, 1.05657, -0.40818], [-1.57422, 1.52810, -1.54847], [0.94130, 6.09945, 1.57449], [-3.74974, -2.45311, -2.69541], [-5.69842, -2.29205, -3.79026], [4.09380, -0.73008, 2.98019], [2.67765, -2.30112, 2.21736], [-0.97054, -2.57473, -3.61197], [-0.54538, -3.16601, -5.70952], [-1.34118, -4.68844, -4.25760], [1.53471, 5.69804, 3.71270], [-5.59530, -3.25697, -1.75536], [0.31393, 2.61110, -2.10847], [-1.35677, 3.74014, -1.18229], [3.04255, -2.11799, 4.40440], [1.84740, 4.13190, 2.16794], [3.43489, 2.80605, 3.44640], [0.65335, -0.80828, -3.45370], [-2.64180, 3.54101, 1.65702], [-1.00794, -3.57529, -4.51411], [3.35506, -1.63791, 3.18017], [-0.93799, 2.53479, -1.60378], [-0.51399, -1.36098, -4.23004], [1.84376, 4.52656, 4.45625], [-0.27921, 4.69962, -1.26889], [0.93703, 3.83437, -1.67347], [2.20132, -3.27909, 4.26342], [-4.59331, -3.45606, -0.77756], [-2.70191, -1.72724, -0.63786], [2.05341, 3.43196, 3.40145], [0.34771, 0.12746, 0.62567], [-5.07400, -2.62475, -2.83733], [-0.27484, -1.76758, -5.68982], [1.40956, 1.14414, 0.95361], [1.40063, 5.39061, 2.40970], [-3.29227, -2.89085, -1.39689], [1.94632, -4.65456, -2.62072], [1.74271, 4.42405, -2.78809], [1.15624, -3.29683, 5.34935], [-3.79362, 2.61450, 1.91286], [1.71104, -3.15922, 2.82089], [0.71822, -4.81783, -1.75872], [2.73841, 4.70762, 5.05784], [-3.38772, -0.88862, -0.49897], [-4.58006, 3.06024, 2.51424], [2.03331, 5.45462, -2.58272], [0.75024, -4.29688, 5.49614], [-0.18660, -4.80112, -2.36311], [0.73586, -1.55417, -6.03646], [0.73348, -2.66239, 2.78450], [1.06535, 4.28369, 5.18093], [1.91335, -3.75441, -3.22050], [-0.16332, 5.11944, -0.27257], [4.17732, 3.58655, 3.26396], [3.59672, 2.35471, 4.42423], [1.29037, 2.65766, 3.51600], [0.98812, 2.14223, 0.90441], [-2.35159, -2.05282, 0.34024], [-0.03097, 0.26756, -0.38260], [-4.45991, -4.49867, -0.49135], [0.70765, -5.75930, -1.21776], [-3.44804, 1.75638, 2.48714], [1.51348, 3.63628, -0.76782], [-0.97215, -1.27227, -6.36346], [2.84558, -4.16322, 4.32588], [1.61416, -4.11693, 2.32154], [1.55743, -2.92618, 6.28809], [-1.82536, 3.14796, 1.06496], [-1.89492, -1.32923, -1.25827], [-2.54006, -3.65650, -1.58149], [-2.98912, 4.36722, 1.03285], [3.57367, 2.05915, 2.66684], [-1.34085, -0.64820, -4.17141], [1.91556, 0.88601, 1.87580], [2.65389, 3.85769, -2.98276], [0.32274, -2.66014, 5.03902], [-4.85372, -2.87936, 0.11201], [1.15806, -0.03828, -4.04009], [1.42396, -1.57827, -3.32271], [-0.50117, 5.44609, -2.02863], [1.15316, 4.41909, -3.70709], [0.37568, -0.50255, -2.45014], [2.83567, -4.69582, -1.99969], [0.65751, -0.89111, 0.80784]], "forces_ev_per_a": [[0.0, 0.1, 0.0], [0.0, -0.1, 0.1], [-0.1, -0.1, -0.2], [0.1, 0.0, -0.1], [0.3, 0.0, 0.3], [0.1, -0.1, 0.0], [-0.1, 0.0, -0.1], [0.2, 0.3, -0.2], [0.1, 0.2, 0.1], [-0.1, 0.0, 0.0], [0.1, 0.1, -0.1], [0.1, -0.2, -0.2], [0.0, -0.2, -0.2], [0.0, -0.1, -0.1], [-0.2, -0.1, 0.0], [-0.4, 0.1, -0.1], [-0.1, -0.1, -0.2], [0.0, -0.1, 0.3], [0.1, 0.0, -0.1], [-0.1, 0.0, -0.3], [-0.3, 0.1, 0.0], [-0.1, 0.4, -0.4], [0.9, -0.8, -0.4], [-0.4, 0.8, -0.9], [0.3, 0.2, 0.2], [-0.3, 0.0, 0.3], [0.2, 0.2, -0.3], [-0.4, 0.6, 0.4], [0.5, -0.2, 0.6], [0.2, -0.6, 0.0], [-0.7, 0.6, 0.4], [0.4, -0.5, -0.1], [0.8, 0.3, 0.5], [0.1, 0.2, -0.6], [0.3, -0.3, 0.5], [-0.2, 0.0, -0.2], [0.2, -0.2, 0.1], [-0.1, 0.3, 0.1], [-0.2, -0.5, -0.3], [-0.1, -0.5, 0.2], [-0.7, 0.2, -0.1], [0.0, -0.4, 0.4], [0.4, 0.0, -0.4], [-0.5, 0.2, -0.4], [0.2, -0.4, 0.6], [-0.6, 0.3, 0.7], [-0.3, -0.3, -0.4], [0.1, 0.1, -0.3], [-0.3, -0.2, 0.0], [0.0, 0.3, -0.2], [0.0, 0.0, 0.2], [0.1, -0.1, 0.0], [0.0, 0.3, 0.1], [0.1, -0.3, 0.1], [0.1, 0.0, -0.1], [-0.3, 0.2, -0.3], [0.0, 0.1, 0.0], [0.1, 0.3, -0.2], [0.1, 0.0, 0.2], [0.1, -0.1, 0.0], [-0.1, 0.1, -0.3], [0.2, 0.1, 0.3], [0.2, 0.0, -0.1], [0.0, -0.2, 0.0], [-0.4, -0.1, -0.3], [0.3, 0.1, 0.2], [-0.1, -0.3, -0.3], [0.2, -0.2, -0.2], [0.0, 0.0, 0.0], [0.1, 0.1, 0.2], [0.3, 0.1, -0.2], [0.1, -0.1, 0.0], [0.0, -0.6, 0.4], [0.3, 0.0, 0.4], [0.0, 0.0, 0.1], [0.0, 0.3, 0.5], [-0.1, -0.1, 0.1], [0.0, -0.1, 0.0], [-0.1, 0.4, 0.2], [0.0, -0.1, 0.1], [0.0, 0.1, 0.2], [-0.1, -0.1, 0.0], [-0.3, 0.4, 0.3], [-0.1, -0.1, -0.1], [-0.2, 0.1, 0.1], [-0.1, 0.0, 0.0], [-0.1, 0.4, -0.1], [0.1, 0.2, -0.2], [0.2, -0.1, -0.1]], "smiles": "C[C@H]1COC(=O)O1.C[C@H]1COC(=O)O1.C[C@H]1COC(=O)O1.C[C@H]1COC(=O)O1.C[C@H]1COC(=O)O1.BrCCBr.BrCCBr.BrCCBr", "de_lowest_ev": 0.000}



(2)
{"formula": "C26H42BrF6N4O8S3ScSi", "method": "ωB97M-V with the def2-TZVPD basis set", "elements": ["Br", "Sc", "S", "S", "S", "Si", "F", "F", "F", "F", "F", "F", "O", "O", "O", "O", "O", "O", "O", "O", "N", "N", "N", "N", "C", "C", "C", "C", "C", "C", "C", "C", "C", "C", "C", "C", "C", "C", "C", "C", "C", "C", "C", "C", "C", "C", "C", "C", "C", "C", "H", "H", "H", "H", "H", "H", "H", "H", "H", "H", "H", "H", "H", "H", "H", "H", "H", "H", "H", "H", "H", "H", "H", "H", "H", "H", "H", "H", "H", "H", "H", "H", "H", "H", "H", "H", "H", "H", "H", "H", "H", "H"], "xyz": [[-1.80117, 2.25836, -0.25204], [0.39184, 0.57351, -0.14913], [3.16301, -1.32610, -0.72116], [-0.30644, 1.47503, 2.75124], [3.37281, 0.43387, 1.34569], [-2.86607, 4.26986, -0.05540], [4.83119, 2.59865, 1.24190], [1.22466, -3.05754, -0.41297], [3.95849, 2.05303, -0.66129], [3.18441, -3.79415, 0.13925], [2.71740, 2.92239, 0.87985], [2.12653, -2.44010, 1.45446], [1.09372, 2.06547, -1.42422], [0.15337, 2.34976, -3.36923], [3.94296, -1.95062, -1.72766], [-0.19935, 0.54262, -2.20446], [-0.88463, -0.76026, 0.41306], [1.90991, 0.33222, 1.25010], [2.03839, -0.50216, -1.17010], [3.92678, 0.43914, 2.65097], [-0.70358, -0.78028, 4.10325], [-2.10583, -0.47364, 2.32174], [4.04436, -0.59267, 0.36554], [0.33698, 1.68918, -2.40483], [-4.28280, 3.23228, -2.36983], [-1.39218, -2.04822, 4.36268], [-1.03530, -0.02481, 3.06020], [-3.65109, 4.50654, -1.78890], [-4.73698, 5.59822, -1.70705], [-2.64821, -1.88177, 5.20276], [-1.46408, 5.48681, 0.36070], [-2.02510, -0.69226, 1.06271], [-4.07085, 3.89936, 1.38213], [-5.59655, -0.98968, -1.23672], [-2.59208, 4.96575, -2.80495], [-1.96772, 6.93224, 0.18221], [-3.19736, -1.02465, -1.10959], [-4.36114, -1.08775, -1.86072], [3.75384, 2.11811, 0.64399], [-3.26788, -0.85153, 0.26801], [-5.66868, -0.83397, 0.14196], [-5.20152, 2.96466, 0.92590], [0.33812, -0.35709, 5.04368], [-0.22487, 5.28371, -0.52276], [-4.50865, -0.76259, 0.89324], [-3.37637, 3.19543, 2.56432], [-0.17038, 0.58735, 6.11968], [-4.68991, 5.21367, 1.89258], [2.37135, -2.74981, 0.18288], [-1.01693, 5.30403, 1.81936], [-3.18046, -2.83113, 5.26713], [1.12782, 0.12543, 4.46800], [-5.11796, 5.78975, -2.71488], [-3.31071, -1.14845, 4.74473], [-5.38293, 4.98186, 2.70736], [-5.25466, 5.74645, 1.12864], [-4.54741, -0.62813, 1.96580], [-0.59159, 1.48393, 5.66734], [-4.67019, 3.47394, -3.36382], [-4.35814, 6.54521, -1.32039], [0.23991, 4.31055, -0.34970], [-2.23279, -1.09374, -1.59364], [-1.76604, 4.25779, -2.88877], [-5.58556, 5.30198, -1.09632], [-1.63877, -2.50748, 3.40736], [-3.55441, 2.43044, -2.48959], [-4.14153, 2.95328, 3.30789], [-0.72787, 4.27506, 2.03641], [-5.79502, 2.68769, 1.80240], [-5.87919, 3.42993, 0.21461], [-0.14486, 5.93959, 1.99804], [-2.62618, 3.81300, 3.05591], [-0.67177, -2.69924, 4.85901], [0.50910, 6.05140, -0.26199], [-5.11140, 2.84788, -1.78195], [-6.63185, -0.76237, 0.62991], [0.75050, -1.26455, 5.48501], [-2.18296, 5.94913, -2.57744], [-4.82289, 2.03952, 0.48899], [-3.06356, 5.03245, -3.78908], [-0.93190, 0.12057, 6.74315], [-4.30072, -1.20937, -2.93357], [-6.50478, -1.03532, -1.82306], [-1.19267, 7.62061, 0.53267], [-3.94098, 5.89325, 2.29453], [-2.16924, 7.17766, -0.85910], [-0.42650, 5.36968, -1.59056], [-2.41612, -1.55663, 6.21582], [-2.88951, 2.25976, 2.27055], [0.65667, 0.88767, 6.76302], [-2.86964, 7.14396, 0.75631], [-1.78470, 5.60020, 2.53421]], "forces_ev_per_a": [[-0.6, 0.0, -0.3], [0.4, -0.5, 0.9], [0.1, -0.2, 0.0], [0.1, -0.1, -0.2], [0.2, -0.3, -0.1], [0.0, 0.0, 0.0], [0.0, 0.1, -0.1], [0.0, 0.0, 0.0], [0.0, 0.0, 0.0], [0.0, 0.0, 0.1], [0.0, 0.0, 0.1], [0.0, 0.0, 0.0], [-0.1, 0.7, -0.7], [0.0, 0.1, -0.2], [0.1, 0.3, 0.0], [-0.1, 0.5, -0.4], [-0.3, -0.2, 0.0], [0.4, 0.5, 0.4], [-0.2, -0.4, 0.0], [0.0, -0.1, 0.0], [0.2, 0.0, 0.1], [0.0, 0.2, 0.0], [0.0, -0.1, 0.0], [0.4, -0.4, 0.3], [0.0, 0.0, 0.0], [0.0, 0.0, -0.1], [-0.1, -0.1, 0.0], [0.0, 0.1, 0.1], [0.1, 0.0, -0.1], [0.0, 0.0, 0.0], [-0.1, 0.1, 0.0], [0.1, -0.1, 0.0], [0.0, 0.1, 0.0], [0.0, 0.0, 0.0], [0.0, 0.0, 0.0], [0.1, 0.0, 0.0], [0.0, 0.0, 0.0], [0.0, 0.0, 0.0], [0.0, 0.0, 0.0], [0.0, -0.1, 0.0], [0.0, 0.0, 0.0], [0.0, 0.0, 0.0], [0.0, 0.0, -0.1], [0.1, -0.1, 0.0], [0.0, 0.0, 0.0], [0.0, 0.0, -0.1], [0.0, 0.0, 0.0], [0.0, -0.1, 0.1], [0.0, 0.0, 0.0], [0.1, 0.1, -0.1], [0.0, 0.0, 0.0], [0.0, 0.0, 0.0], [0.0, 0.0, 0.0], [0.0, 0.0, 0.0], [0.0, 0.0, 0.0], [0.0, 0.0, -0.1], [0.0, 0.0, 0.0], [0.0, 0.0, 0.0], [0.0, 0.0, 0.0], [0.0, 0.0, 0.0], [0.0, 0.1, 0.0], [0.0, 0.0, 0.0], [0.0, 0.0, 0.0], [-0.1, -0.1, 0.1], [0.0, 0.0, 0.0], [0.0, 0.0, 0.0], [0.0, 0.0, 0.0], [0.0, 0.0, 0.0], [0.0, 0.0, 0.0], [0.0, 0.1, -0.1], [0.0, 0.0, 0.0], [-0.1, -0.1, 0.0], [0.0, 0.0, 0.0], [0.0, 0.0, 0.0], [-0.1, 0.0, 0.1], [0.0, 0.0, 0.0], [0.0, 0.0, 0.0], [0.0, 0.0, 0.0], [0.0, 0.0, 0.0], [0.0, 0.0, 0.0], [0.0, 0.0, 0.0], [0.0, 0.0, 0.0], [0.0, 0.0, 0.0], [0.0, 0.0, 0.0], [0.1, 0.0, 0.0], [0.0, 0.0, -0.1], [0.0, 0.0, 0.1], [0.0, 0.0, 0.0], [-0.2, 0.2, 0.1], [0.0, 0.0, 0.0], [-0.1, 0.0, 0.1], [0.0, 0.0, 0.0]], "de_lowest_ev": 0.539}